No. 1
Here is C5H4LiNaO7 as an isolated structure at a distorted geometry from OMol25. Energies are from wB97M-V/def2-TZVPD.

Structure (XYZ):
```
18
Properties=species:S:1:pos:R:3:lowdin_charge:R:1
O 0.754 0.873 1.939 -0.080
C 1.136 -0.092 1.242 -0.592
O 1.675 -1.163 1.639 -0.097
O 0.610 -1.500 -0.917 -0.124
O -1.324 -1.289 0.241 0.006
C -2.402 -0.382 0.059 -0.141
C -1.874 0.560 -1.014 -0.145
O -0.462 0.510 -0.799 -0.065
C -0.121 -0.733 -0.211 -0.594
H -3.292 -0.942 -0.250 0.128
H -2.606 0.140 1.006 0.126
H -2.234 1.590 -0.910 0.118
H -2.104 0.215 -2.032 0.127
Na 0.725 2.706 0.648 0.711
Li 2.116 -2.121 0.024 0.747
O 2.738 1.614 -0.262 0.131
O 3.597 -0.488 -0.408 0.128
C 3.069 0.501 0.004 -0.383
```

Calculated values
LUMO energy (alpha / beta) (eV): -0.9 / -0.9
Total energy (eV): -24204.4945
Total charge: 0
Maximum force (eV/Å): 4.319
Kohn-Sham gap (alpha / beta) (eV): 5.87 / 5.87
Highest occupied orbital energy (alpha / beta) (eV): -6.726 / -6.727
2S+1: 1

***

No. 2
Here is an isolated ion of composition C5H4N and charge +1 at a distorted geometry from OMol25. Energies are from wB97M-V/def2-TZVPD.

Structure (XYZ):
```
10
Properties=species:S:1:pos:R:3:lowdin_charge:R:1
C -0.602 -1.711 -1.988 0.264
C 0.419 -0.993 -0.948 0.156
C -0.848 -0.790 0.416 0.107
C -1.047 -1.558 -0.773 -0.032
C 0.696 1.214 0.418 0.002
N 0.089 0.042 -0.083 -0.086
H -1.300 -0.978 1.363 0.167
H 0.107 2.095 -0.055 0.152
H 0.730 1.511 1.539 0.150
H 1.756 1.168 0.113 0.120
```

Calculated values
LUMO energy (alpha / beta) (eV): -7.2 / -7.2
Total energy (eV): -6722.8714
Total charge: +1
Maximum force (eV/Å): 3.828
Kohn-Sham gap (alpha / beta) (eV): 8.44 / 8.44
Highest occupied orbital energy (alpha / beta) (eV): -15.643 / -15.642
2S+1: 1

***

No. 3
Here is an isolated ion of composition C5H4N and charge +1 at a distorted geometry from OMol25. Energies are from wB97M-V/def2-TZVPD.

Structure (XYZ):
```
10
Properties=species:S:1:pos:R:3:lowdin_charge:R:1
C 0.136 1.158 0.797 0.064
N -0.236 -0.109 0.145 -0.081
C 0.623 -0.711 -0.755 0.045
C -0.239 -1.749 -1.100 0.179
C -1.490 -1.896 -0.705 0.189
C -1.392 -0.690 -0.206 0.130
H -0.553 1.901 0.811 0.077
H 0.455 0.996 1.790 0.099
H 1.044 1.470 0.238 0.122
H 1.652 -0.370 -1.016 0.175
```

Calculated values
LUMO energy (alpha / beta) (eV): -7.9 / -8.1
Total energy (eV): -6723.3324
Total charge: +1
Maximum force (eV/Å): 3.570
Kohn-Sham gap (alpha / beta) (eV): 7.61 / 7.33
SMILES: C[N+]1=CC2=C=C21
Highest occupied orbital energy (alpha / beta) (eV): -15.490 / -15.408
2S+1: 1

***

No. 4
Here is C5H4N as an isolated structure at a distorted geometry from OMol25. Energies are from wB97M-V/def2-TZVPD.

Structure (XYZ):
```
10
Properties=species:S:1:pos:R:3:lowdin_charge:R:1
C 1.416 -0.089 -0.195 -0.339
C 2.239 0.753 0.375 0.461
C -0.513 -1.272 0.128 0.074
C 0.753 -1.283 -0.154 0.179
C -0.839 0.237 0.200 -0.061
N 0.398 0.842 -0.257 0.076
H -1.059 -2.108 0.040 0.097
H -1.652 0.537 -0.424 0.140
H -1.270 0.721 1.140 0.183
H 0.527 1.663 -0.854 0.190
```

Calculated values
LUMO energy (alpha / beta) (eV): -6.8 / -8.2
Total energy (eV): -6722.9269
Total charge: +1
Maximum force (eV/Å): 3.883
Kohn-Sham gap (alpha / beta) (eV): 8.58 / 7.64
Highest occupied orbital energy (alpha / beta) (eV): -15.338 / -15.864
2S+1: 1